No. 1
Computed, not measured: C16H36B6F24Li3O5 as an isolated structure in a non-equilibrium geometry, with the ωB97M-V functional and the def2-TZVPD basis.

Structure (XYZ):
```
90
C16H36B6F24Li3O5, DFT the ωB97M-V functional and the def2-TZVPD basis
Li -17.148 25.408 13.016
Li -15.215 21.302 11.478
Li -11.821 26.637 13.108
B -13.944 24.212 13.851
F -14.147 25.259 13.044
F -12.922 24.442 14.739
F -15.132 23.899 14.555
F -13.628 23.020 13.096
B -18.090 24.084 10.591
F -17.612 23.031 11.310
F -19.009 24.670 11.387
F -17.004 24.969 10.444
F -18.645 23.645 9.428
B -12.911 22.889 7.515
F -12.991 21.646 6.985
F -11.535 23.307 7.594
F -13.519 23.785 6.677
F -13.602 22.911 8.732
B -16.404 29.658 11.997
F -15.452 29.895 11.016
F -17.556 30.293 11.864
F -16.688 28.399 12.262
F -15.811 30.330 13.106
B -9.050 24.548 12.150
F -7.983 24.948 11.442
F -9.495 25.423 13.107
F -10.142 24.304 11.370
F -8.745 23.454 12.836
B -14.526 18.725 9.738
F -14.719 17.758 10.695
F -14.208 18.071 8.521
F -15.688 19.419 9.499
F -13.510 19.573 10.152
C -14.412 28.155 19.451
C -14.846 27.189 18.378
C -14.617 25.798 19.062
O -13.419 26.066 19.817
C -13.197 27.492 20.088
H -15.087 28.284 20.297
H -14.324 29.167 19.056
H -14.248 27.276 17.471
H -15.849 27.538 18.134
H -14.436 24.990 18.353
H -15.312 25.553 19.865
H -12.350 27.740 19.448
H -13.027 27.765 21.129
C -17.647 19.267 15.954
C -18.194 18.374 14.868
C -17.745 19.062 13.603
O -16.714 19.940 13.911
C -16.392 19.675 15.273
H -17.430 18.589 16.779
H -18.354 20.074 16.143
H -19.283 18.413 14.886
H -17.821 17.355 14.978
H -18.573 19.673 13.245
H -17.395 18.304 12.902
H -16.073 20.620 15.711
H -15.612 18.923 15.392
C -21.275 24.495 16.371
C -21.637 25.611 15.392
C -20.321 26.350 15.244
O -19.411 25.285 15.225
C -19.926 24.103 15.819
H -21.956 23.644 16.342
H -21.139 24.777 17.415
H -22.491 26.160 15.789
H -21.991 25.261 14.422
H -20.296 27.043 16.084
H -20.293 26.846 14.274
H -19.297 23.646 16.582
H -19.989 23.397 14.991
C -9.917 20.425 18.498
C -11.084 21.039 17.796
O -11.042 21.398 16.442
H -9.009 21.022 18.584
H -9.654 19.524 17.945
H -10.142 20.137 19.525
H -11.426 21.925 18.330
H -11.954 20.382 17.790
H -11.606 22.167 16.335
C -10.253 28.929 15.339
C -11.417 29.756 15.032
O -12.353 29.019 14.302
H -9.683 29.369 16.157
H -9.564 28.829 14.500
H -10.468 27.903 15.640
H -10.942 30.564 14.476
H -11.911 30.146 15.922
H -13.095 29.624 14.227
```

LUMO, Eh: 0.16089
Multiplicity: 1
Charge: -3

Now the Löwdin charges, all in e:
1. Li 0.83
2. Li 0.84
3. Li 0.84
4. B -1.32
5. F 0.18
6. F 0.13
7. F 0.07
8. F 0.06
9. B -1.43
10. F 0.12
11. F 0.13
12. F 0.10
13. F 0.16
14. B -1.34
15. F 0.14
16. F 0.03
17. F 0.10
18. F 0.09
19. B -1.46
20. F 0.11
21. F 0.17
22. F 0.19
23. F 0.03
24. B -1.52
25. F 0.16
26. F 0.09
27. F 0.15
28. F 0.17
29. B -1.36
30. F 0.11
31. F 0.07
32. F 0.11
33. F 0.12
34. C -0.21
35. C -0.15
36. C -0.15
37. O -0.18
38. C -0.18
39. H 0.10
40. H 0.11
41. H 0.12
42. H 0.11
43. H 0.12
44. H 0.11
45. H 0.11
46. H 0.11
47. C -0.18
48. C -0.19
49. C -0.23
50. O -0.11
51. C -0.22
52. H 0.11
53. H 0.12
54. H 0.11
55. H 0.11
56. H 0.13
57. H 0.13
58. H 0.13
59. H 0.13
60. C -0.17
61. C -0.18
62. C -0.21
63. O -0.14
64. C -0.21
65. H 0.11
66. H 0.11
67. H 0.10
68. H 0.12
69. H 0.12
70. H 0.13
71. H 0.12
72. H 0.13
73. C -0.10
74. C -0.36
75. O -0.05
76. H 0.07
77. H 0.07
78. H 0.07
79. H 0.11
80. H 0.10
81. H 0.08
82. C -0.10
83. C -0.36
84. O -0.06
85. H 0.08
86. H 0.09
87. H 0.08
88. H 0.12
89. H 0.12
90. H 0.09


No. 2
Computed, not measured: a 10-piece molecular cluster, C16H36BBr12N3O8 overall in a non-equilibrium geometry, with the ωB97M-V functional and the def2-TZVPD basis.

Structure (XYZ):
```
76
C16H36BBr12N3O8, DFT the ωB97M-V functional and the def2-TZVPD basis
N -1.406 -4.160 -1.900
H -1.007 -3.435 -1.321
H -1.462 -4.842 -1.157
H -0.832 -4.350 -2.709
H -2.343 -3.845 -2.106
N -0.526 -3.897 4.238
H 0.474 -3.933 4.373
H -0.984 -4.146 5.103
H -0.677 -4.542 3.475
H -0.760 -2.973 3.904
N 2.743 -4.084 0.752
H 3.001 -4.636 1.556
H 2.559 -3.171 1.143
H 1.930 -4.445 0.272
H 3.508 -3.972 0.102
O -2.507 -1.084 -2.908
C -1.882 -0.566 -1.975
O -1.126 -1.290 -1.130
B -0.507 -0.371 -0.197
O -0.886 0.960 -0.622
C -1.693 0.932 -1.646
O -2.146 1.891 -2.283
O -1.059 -0.690 1.120
C -0.102 -1.051 1.966
O -0.165 -1.316 3.165
C 1.241 -1.109 1.150
O 0.908 -0.658 -0.082
O 2.362 -1.555 1.521
Br -3.585 4.033 -5.432
C -2.033 5.200 -5.435
C -1.289 5.128 -4.079
Br 0.538 6.009 -4.340
H -2.398 6.206 -5.640
H -1.439 5.070 -6.339
H -1.178 4.082 -3.795
H -1.829 5.553 -3.233
Br -1.235 1.004 -5.493
C -2.842 -0.130 -5.795
C -3.597 0.455 -7.062
Br -5.090 -0.649 -7.633
H -3.516 -0.178 -4.940
H -2.499 -1.149 -5.975
H -2.912 0.473 -7.909
H -3.938 1.450 -6.775
Br 3.483 2.011 2.639
C 4.487 1.165 4.118
C 4.628 -0.402 3.879
Br 5.775 -1.144 5.256
H 3.909 1.409 5.010
H 5.430 1.712 4.135
H 5.110 -0.623 2.926
H 3.649 -0.880 3.925
Br 1.437 2.841 6.422
C 0.322 1.272 6.740
C 1.044 0.048 6.154
Br 0.004 -1.717 6.519
H -0.584 1.416 6.152
H -0.045 1.206 7.764
H 2.041 -0.006 6.591
H 1.114 0.183 5.075
Br 4.379 -0.757 -1.320
C 3.654 -1.183 -3.140
C 2.182 -1.327 -3.089
Br 1.714 -3.017 -2.177
H 4.169 -2.011 -3.627
H 3.882 -0.335 -3.785
H 1.869 -1.407 -4.130
H 1.644 -0.525 -2.585
Br -1.212 4.623 2.808
C -2.967 3.945 1.985
C -3.014 2.494 1.858
Br -2.829 1.592 3.582
H -3.134 4.449 1.033
H -3.732 4.320 2.665
H -2.211 2.220 1.173
H -4.009 2.210 1.515
```

Relative energy (zero: lowest compared OMol25 entry of this formula, charge and spin), eV: 2.043
LUMO, Eh: -0.27101
Multiplicity: 1
Charge: +2

Now the Löwdin charges, all in e:
1. N 0.32
2. H 0.06
3. H 0.15
4. H 0.12
5. H 0.15
6. N 0.28
7. H 0.12
8. H 0.13
9. H 0.14
10. H 0.06
11. N 0.30
12. H 0.15
13. H 0.05
14. H 0.09
15. H 0.12
16. O 0.11
17. C -0.30
18. O 0.16
19. B -1.00
20. O 0.26
21. C -0.35
22. O 0.13
23. O 0.25
24. C -0.31
25. O 0.05
26. C -0.25
27. O 0.19
28. O 0.01
29. Br 0.65
30. C -0.70
31. C -0.61
32. Br 0.54
33. H 0.05
34. H 0.05
35. H 0.01
36. H 0.06
37. Br 0.60
38. C -0.63
39. C -0.70
40. Br 0.62
41. H 0.04
42. H 0.04
43. H 0.04
44. H -0.01
45. Br 0.59
46. C -0.64
47. C -0.70
48. Br 0.64
49. H 0.01
50. H 0.05
51. H 0.04
52. H 0.02
53. Br 0.68
54. C -0.67
55. C -0.56
56. Br 0.57
57. H 0.03
58. H 0.07
59. H 0.05
60. H 0.04
61. Br 0.63
62. C -0.63
63. C -0.59
64. Br 0.72
65. H 0.08
66. H 0.08
67. H 0.08
68. H 0.07
69. Br 0.52
70. C -0.61
71. C -0.69
72. Br 0.61
73. H 0.07
74. H 0.06
75. H 0.05
76. H 0.07


No. 3
Computed, not measured: a 2-piece molecular cluster, C16H36BN5O4 overall in a non-equilibrium geometry, with the ωB97M-V functional and the def2-TZVPD basis.

Structure (XYZ):
```
62
C16H36BN5O4, DFT the ωB97M-V functional and the def2-TZVPD basis
C -0.795 4.560 -1.391
C -1.392 3.258 -2.074
C -0.288 2.244 -2.584
O 0.104 1.304 -1.532
N 1.162 0.559 -1.973
C 2.417 1.148 -1.715
N 3.587 0.323 -1.985
C 3.911 -0.572 -0.829
C 3.328 -0.088 0.541
N 4.160 0.380 1.412
N 2.607 2.381 -1.302
B 3.958 3.016 -1.042
O 4.068 3.851 0.110
O 5.081 2.883 -1.872
C 6.188 2.531 -0.968
H 0.331 4.566 -1.353
H -1.165 4.619 -0.327
H -1.121 5.509 -1.902
H -2.048 3.574 -2.930
H -2.036 2.723 -1.327
H -0.729 1.704 -3.469
H 0.605 2.826 -2.955
H 1.110 -0.401 -1.604
H 3.335 -0.275 -2.785
H 5.038 -0.577 -0.729
H 3.636 -1.657 -1.004
H 2.234 -0.116 0.825
H 3.635 0.639 2.258
H 1.794 2.989 -1.133
H 3.227 3.765 0.591
H 6.729 3.447 -0.596
H 6.875 1.825 -1.514
H 5.827 1.953 -0.062
C -2.440 -1.268 -0.630
C -2.201 -1.052 0.890
C -0.883 -1.724 1.329
C -0.969 -3.238 1.503
C -2.163 -3.617 2.375
C -3.480 -3.025 1.845
N -3.389 -1.552 1.635
O -3.396 -0.966 2.833
C -3.865 -3.741 0.532
C -4.627 -3.398 2.810
C -2.005 0.472 1.034
H -3.501 -1.375 -0.859
H -2.095 -0.417 -1.223
H -1.914 -2.144 -1.017
H -0.560 -1.298 2.287
H -0.088 -1.491 0.610
H -1.028 -3.732 0.529
H -0.050 -3.602 1.971
H -2.237 -4.706 2.428
H -1.978 -3.274 3.398
H -4.776 -3.317 0.104
H -4.053 -4.801 0.716
H -3.088 -3.712 -0.231
H -4.443 -3.051 3.828
H -4.738 -4.482 2.867
H -5.576 -2.980 2.468
H -2.913 1.020 0.769
H -1.204 0.819 0.376
H -1.712 0.762 2.046
```

LUMO (alpha / beta), Eh: -0.14633 / -0.14633
Multiplicity: 2
Charge: +1
⟨S²⟩: 0.75

Now the natural (NBO) charges, all in e:
1. C -0.62
2. C -0.44
3. C -0.09
4. O -0.38
5. N -0.29
6. C 0.73
7. N -0.61
8. C -0.31
9. C 0.05
10. N -0.55
11. N -0.81
12. B 1.26
13. O -0.85
14. O -0.71
15. C -0.28
16. H 0.17
17. H 0.23
18. H 0.24
19. H 0.24
20. H 0.24
21. H 0.21
22. H 0.17
23. H 0.42
24. H 0.41
25. H 0.25
26. H 0.23
27. H 0.18
28. H 0.35
29. H 0.45
30. H 0.49
31. H 0.21
32. H 0.21
33. H 0.20
34. C -0.63
35. C 0.09
36. C -0.40
37. C -0.41
38. C -0.42
39. C 0.11
40. N -0.02
41. O -0.35
42. C -0.63
43. C -0.60
44. C -0.60
45. H 0.24
46. H 0.20
47. H 0.20
48. H 0.21
49. H 0.18
50. H 0.20
51. H 0.22
52. H 0.23
53. H 0.22
54. H 0.22
55. H 0.22
56. H 0.20
57. H 0.23
58. H 0.21
59. H 0.22
60. H 0.22
61. H 0.20
62. H 0.23


No. 4
Computed, not measured: C16H36BeF6O8S4 as an isolated structure in a non-equilibrium geometry, with the ωB97M-V functional and the def2-TZVPD basis.

Structure (XYZ):
```
71
C16H36BeF6O8S4, DFT the ωB97M-V functional and the def2-TZVPD basis
Be 0.120 0.104 -0.473
C -2.403 0.157 -1.917
O -2.289 0.439 -0.507
O -1.199 -0.125 -2.388
C -3.522 -0.831 -2.340
F -4.722 -0.255 -2.101
F -3.506 -1.007 -3.669
F -3.495 -2.062 -1.807
C -3.411 0.837 0.228
C -2.929 1.107 1.644
H -2.479 0.213 2.078
H -2.103 1.819 1.599
H -3.734 1.499 2.266
H -4.250 0.141 0.375
H -3.939 1.720 -0.163
H -2.671 1.159 -2.305
C 1.058 0.458 2.499
O 1.362 -0.824 1.894
O 0.510 1.241 1.583
C 0.266 0.236 3.832
F -0.672 -0.728 3.699
F 1.082 -0.043 4.856
F -0.462 1.333 4.129
C 2.119 -1.695 2.700
C 2.589 -2.946 1.950
H 2.518 -2.797 0.872
H 3.651 -3.067 2.182
H 2.128 -3.882 2.254
H 1.471 -2.071 3.505
H 2.945 -1.256 3.269
H 2.058 0.883 2.718
C -3.137 -2.972 1.132
S -1.443 -3.160 0.510
O -0.868 -1.791 0.588
C -0.849 -3.940 2.051
H -3.613 -3.884 1.487
H -3.742 -2.551 0.328
H -3.169 -2.224 1.926
H -0.776 -3.212 2.863
H 0.177 -4.238 1.843
H -1.379 -4.778 2.504
C -0.430 4.637 -2.368
S -1.235 3.281 -1.471
O -0.175 2.386 -0.941
C -1.830 4.335 -0.119
H 0.210 4.217 -3.141
H 0.224 5.128 -1.644
H -1.159 5.357 -2.731
H -1.808 3.727 0.784
H -2.879 4.517 -0.359
H -1.267 5.242 0.086
C 3.004 -2.264 -3.178
S 1.645 -2.752 -2.023
O 1.447 -1.480 -1.271
C 0.328 -2.756 -3.250
H 3.519 -3.115 -3.621
H 3.634 -1.711 -2.481
H 2.695 -1.585 -3.969
H -0.600 -2.358 -2.823
H 0.205 -3.735 -3.711
H 0.432 -1.997 -4.030
C 3.022 3.113 0.380
S 3.210 1.438 -0.261
O 2.122 1.211 -1.257
C 4.645 1.847 -1.293
H 3.950 3.652 0.586
H 2.394 3.187 1.266
H 2.558 3.729 -0.396
H 4.867 0.941 -1.854
H 5.561 2.062 -0.739
H 4.419 2.745 -1.865
```

Relative energy (zero: lowest compared OMol25 entry of this formula, charge and spin), eV: 0.000
LUMO, Eh: 0.01358
Multiplicity: 1
Charge: 0

Now the Löwdin charges, all in e:
1. Be 0.76
2. C -0.49
3. O -0.14
4. O -0.14
5. C -0.54
6. F 0.12
7. F 0.14
8. F 0.13
9. C -0.28
10. C -0.06
11. H 0.06
12. H 0.05
13. H 0.08
14. H 0.11
15. H 0.12
16. H 0.12
17. C -0.47
18. O -0.13
19. O -0.15
20. C -0.54
21. F 0.12
22. F 0.14
23. F 0.13
24. C -0.27
25. C -0.05
26. H 0.06
27. H 0.07
28. H 0.05
29. H 0.10
30. H 0.12
31. H 0.14
32. C -0.24
33. S 0.89
34. O -0.53
35. C -0.24
36. H 0.06
37. H 0.03
38. H 0.06
39. H 0.06
40. H 0.02
41. H 0.06
42. C -0.24
43. S 0.89
44. O -0.53
45. C -0.23
46. H 0.06
47. H 0.05
48. H 0.06
49. H 0.04
50. H 0.05
51. H 0.05
52. C -0.22
53. S 0.89
54. O -0.57
55. C -0.25
56. H 0.05
57. H 0.04
58. H 0.06
59. H 0.03
60. H 0.05
61. H 0.06
62. C -0.25
63. S 0.87
64. O -0.54
65. C -0.25
66. H 0.05
67. H 0.05
68. H 0.05
69. H 0.04
70. H 0.06
71. H 0.06


no.,electronic energy (eV)
1,-97345.7120
2,-879202.0114
3,-33484.1616
4,-93598.5276